Formula: C37H34ClF3N2O4PS2SbV
Source: OMol25
Level of theory: ωB97M-V/def2-TZVPD

The gap between HOMO and LUMO (spin up / spin down) comes out at 6.738 / 7.184 eV. The spin multiplicity is 4. As for the energy relative to the best compared isomer or geometry (same formula, charge and spin): 47.8 kJ/mol. Its calculated total energy is -4922.74170 a.u. Its largest force on an atom is 0.74 eV Å⁻¹.

Each line ends with the Löwdin charge.
Element x y z (Å)
V1 1.10867 0.34002 0.84740  0.45
Cl1 -5.43233 -0.27196 4.82147  0.66
C1 -4.17133 0.50970 3.91188  -0.67
C2 -4.04633 1.88865 3.96897  -0.09
C3 -3.03770 2.50224 3.24391  0.00
C4 -2.15513 1.74856 2.47641  -0.12
C5 -2.29640 0.36505 2.44128  -0.03
C6 -3.30798 -0.26192 3.15186  -0.11
C7 -1.07962 2.47238 1.70499  -0.57
O1 -1.03204 3.68006 1.65099  0.08
O2 -0.24009 1.67289 1.10011  -0.30
H1 -4.73102 2.46750 4.57383  0.11
H2 -2.91676 3.57754 3.26156  0.12
H3 -1.60370 -0.23625 1.86912  0.09
H4 -3.42125 -1.33808 3.13047  0.10
C8 -0.27792 -2.76239 -0.53518  -0.05
C9 0.16220 -3.08428 0.87217  -0.46
C10 -0.91767 -3.79736 1.65682  -0.04
O3 0.51673 -1.81873 1.53146  -0.43
P1 1.41689 -1.85914 2.92935  -0.14
S1 2.82413 -3.18118 2.81233  0.31
S2 1.92243 0.07036 3.12482  0.38
O4 0.26511 -2.22099 3.95766  -0.33
C11 0.25654 -2.07662 5.41231  -0.43
C12 -0.50887 -0.81639 5.75462  -0.04
C13 1.64082 -2.12853 6.02543  -0.08
H5 -0.53783 -3.68988 -1.04814  0.10
H6 0.52066 -2.27995 -1.10033  0.04
H7 -1.15782 -2.11542 -0.53885  0.06
H8 1.07293 -3.68397 0.85246  0.09
H9 -1.80426 -3.16470 1.74457  0.09
H10 -0.58190 -4.06798 2.65445  0.07
H11 -1.19152 -4.70894 1.12283  0.09
H12 -0.30840 -2.95125 5.73559  0.14
H13 0.01756 0.06321 5.38226  0.06
H14 -0.61046 -0.73409 6.83841  0.09
H15 -1.50657 -0.83518 5.31181  0.07
H16 2.24864 -1.27831 5.71259  0.06
H17 2.16288 -3.04571 5.75811  0.06
H18 1.53461 -2.08793 7.11054  0.09
F1 -5.82573 -1.46060 -3.14229  0.07
C14 -4.59003 -1.01195 -2.85868  -0.28
C15 -4.33839 -0.52078 -1.59297  0.01
C16 -3.05800 -0.06894 -1.31095  -0.13
C17 -2.05761 -0.09651 -2.28493  -0.37
C18 -2.34831 -0.60481 -3.54626  -0.10
C19 -3.62347 -1.06803 -3.84227  0.00
Sb1 -0.14588 0.60088 -1.72686  1.59
C20 0.96711 0.20274 -3.49498  -0.38
C21 0.75120 0.90369 -4.68280  -0.12
C22 1.52099 0.65802 -5.80935  0.00
C23 2.51199 -0.30258 -5.73080  -0.28
F2 3.26402 -0.54404 -6.81717  0.07
C24 2.75879 -1.02163 -4.57923  0.00
C25 1.97662 -0.75747 -3.46266  -0.13
C26 -0.40059 2.68033 -2.04405  -0.36
C27 0.66019 3.44931 -2.51809  -0.13
C28 0.56112 4.83048 -2.59813  0.00
C29 -0.61494 5.42470 -2.18717  -0.27
F3 -0.71908 6.76427 -2.25954  0.07
C30 -1.68557 4.69873 -1.70884  0.01
C31 -1.56770 3.31932 -1.63964  -0.11
H19 -5.12739 -0.50288 -0.85297  0.12
H20 -2.84628 0.30178 -0.31154  0.09
H21 -1.58238 -0.64785 -4.31135  0.09
H22 -3.87296 -1.46853 -4.81576  0.12
H23 -0.02149 1.66257 -4.73152  0.11
H24 1.36641 1.19494 -6.73577  0.12
H25 3.54440 -1.76580 -4.56851  0.12
H26 2.16899 -1.31757 -2.55274  0.08
H27 1.57576 2.97425 -2.85603  0.09
H28 1.37122 5.44319 -2.97025  0.12
H29 -2.58017 5.21065 -1.38226  0.13
H30 -2.40446 2.74726 -1.25531  0.10
N1 7.49462 -0.42156 -3.02259  0.18
C32 6.53790 -0.29964 -2.39945  -0.16
C33 5.33484 -0.14726 -1.61556  -0.21
C34 4.58524 1.01909 -1.70671  0.01
C35 3.42679 1.10410 -0.96228  -0.12
N2 2.99932 0.12151 -0.16061  -0.05
C36 3.74538 -0.98600 -0.04951  -0.10
C37 4.91426 -1.16279 -0.76771  0.02
H31 4.88835 1.83309 -2.34866  0.13
H32 2.80304 1.99023 -1.00742  0.11
H33 3.40152 -1.74497 0.64562  0.05
H34 5.48444 -2.07395 -0.65577  0.13

Formula: H5N5O
Source: OMol25
Level of theory: ωB97M-V/def2-TZVPD

The gap between HOMO and LUMO comes out at 8.158 eV. As for the energy relative to the best compared isomer or geometry (same formula, charge and spin): 39.9 kJ/mol. Its calculated total energy is -351.84258 a.u. Its largest force on an atom is 3.86 eV Å⁻¹.

Each line ends with the Löwdin charge.
Element x y z (Å)
N1 -1.83709 1.19073 0.07830  0.00
N2 -2.52486 -0.02295 -0.29414  -0.08
N3 -0.71011 0.72643 0.43019  -0.11
N4 -1.66766 -1.11711 0.02330  -0.10
N5 -0.49705 -0.55546 0.39698  -0.04
O1 2.16489 0.53338 -0.28412  -0.12
H1 1.94494 -0.45872 -0.16933  0.07
H2 -2.67933 0.06894 -1.31097  0.10
H3 -0.05953 1.50431 0.70788  0.18
H4 -2.02209 -1.70312 0.76433  0.09
H5 3.11548 0.64328 -0.24154  0.02

Formula: C23H33N4O2
Source: OMol25
Level of theory: ωB97M-V/def2-TZVPD

The gap between HOMO and LUMO comes out at 6.143 eV. The charge is +1. As for the energy relative to the best compared isomer or geometry (same formula, charge and spin): 0.0 kJ/mol. Its calculated total energy is -1265.38276 a.u. Its largest force on an atom is 1.79 eV Å⁻¹.

Each line ends with the Löwdin charge.
Element x y z (Å)
C1 6.46818 2.72032 1.70823  -0.18
C2 5.24073 1.81035 1.77281  -0.12
N1 4.84345 1.28335 0.46263  -0.07
C3 3.65978 0.55573 0.38250  -0.19
C4 3.55508 -0.59872 -0.43109  0.01
C5 2.38345 -1.33708 -0.46170  -0.01
C6 1.20801 -0.90154 0.20401  -0.21
C7 -0.02244 -1.64872 0.18096  0.06
C8 -1.28482 -0.97203 0.16190  -0.23
C9 -1.44824 0.29233 -0.48013  0.00
C10 -2.66312 0.96251 -0.44843  0.01
C11 -3.73248 0.45838 0.32339  -0.18
N2 -4.94610 1.13990 0.43192  -0.08
C12 -5.48410 1.34717 1.77436  -0.12
C13 -6.94692 1.78015 1.72289  -0.17
O1 -7.18284 2.80948 0.75998  -0.13
C14 -6.73748 2.44533 -0.54834  -0.17
C15 -5.24045 2.16679 -0.56033  -0.15
C16 -3.58692 -0.79955 0.96302  0.01
C17 -2.41250 -1.51832 0.83706  0.00
C18 1.31074 0.30252 0.95494  -0.02
C19 2.50419 0.98780 1.08498  0.01
C20 5.87962 0.97470 -0.51467  -0.15
C21 6.95808 2.04777 -0.50721  -0.17
O2 7.47093 2.23659 0.81439  -0.13
H1 6.14684 3.74191 1.42213  0.13
H2 6.96701 2.73472 2.68754  0.13
H3 5.48380 0.98386 2.47252  0.14
H4 4.40723 2.37914 2.19998  0.11
H5 4.41871 -0.94280 -1.00832  0.11
H6 2.34559 -2.26538 -1.02292  0.07
H7 -0.00761 -2.67779 0.54523  0.13
H8 -0.59840 0.75101 -0.98444  0.13
H9 -2.77408 1.91349 -0.97450  0.11
H10 -5.40339 0.41443 2.33710  0.12
H11 -4.91206 2.13544 2.30752  0.14
H12 -7.57403 0.89010 1.51405  0.13
H13 -7.23508 2.23418 2.68340  0.14
H14 -7.27085 1.54677 -0.92479  0.14
H15 -6.97082 3.32191 -1.17078  0.14
H16 -4.68772 3.10429 -0.34925  0.14
H17 -4.95677 1.79907 -1.55339  0.13
H18 -4.42561 -1.20635 1.53108  0.12
H19 -2.31066 -2.49155 1.32500  0.13
H20 0.42402 0.66790 1.47445  0.13
H21 2.54469 1.88374 1.70202  0.11
H22 6.34626 -0.00478 -0.30818  0.14
H23 5.42110 0.94751 -1.50855  0.13
H24 7.82548 1.71246 -1.09243  0.13
H25 6.53791 2.98711 -0.92233  0.13
C22 1.22416 -4.31239 -1.89928  -0.08
N3 0.13139 -3.38719 -1.57019  -0.36
C23 -1.09706 -4.18088 -1.43566  -0.08
N4 -0.04141 -2.52105 -2.69609  0.06
H26 1.28289 -5.06882 -1.11065  0.10
H27 1.03472 -4.80880 -2.86498  0.10
H28 2.18193 -3.79154 -1.96814  0.07
H29 -0.91213 -4.96736 -0.69447  0.09
H30 -1.93765 -3.56062 -1.10455  0.07
H31 -1.35343 -4.65204 -2.40090  0.10
H32 -0.84109 -1.92068 -2.48869  0.08
H33 0.79229 -1.93425 -2.73661  0.08

Formula: C9H10N2SeZr
Source: OMol25
Level of theory: ωB97M-V/def2-TZVPD

The gap between HOMO and LUMO comes out at 6.779 eV. As for the energy relative to the best compared isomer or geometry (same formula, charge and spin): 25.5 kJ/mol. Its calculated total energy is -2906.81968 a.u. Its largest force on an atom is 3.65 eV Å⁻¹.

Each line ends with the Löwdin charge.
Element x y z (Å)
C1 -1.86959 0.40529 -0.22471  -0.23
C2 -1.20821 1.48966 0.43919  -0.21
C3 -0.98281 1.11853 1.80400  -0.16
C4 -1.52170 -0.19715 1.99362  -0.19
C5 -2.10699 -0.62135 0.76089  -0.25
Zr1 0.25884 -0.75405 0.27797  1.44
C6 1.56865 1.49227 -1.65596  -0.06
C7 1.30092 1.03297 -2.86350  -0.13
C8 0.90484 0.07306 -3.69884  0.01
N1 -0.15987 -2.64635 0.19107  -0.36
H1 -0.60442 1.78377 2.57439  0.11
H2 -1.02658 2.47221 0.01145  0.10
H3 -1.52247 -0.74081 2.94182  0.12
H4 -2.62747 -1.55606 0.57680  0.10
H5 -2.16989 0.40296 -1.27210  0.11
H6 0.91551 2.25796 -1.19589  0.06
H7 -0.15638 -3.25181 -0.64718  -0.10
H8 2.44453 1.16328 -1.07217  0.08
H9 0.88466 0.25697 -4.75137  0.05
H10 0.56778 -0.87762 -3.30700  0.06
Se1 3.22438 -1.46046 4.27305  0.61
C9 2.27840 -1.06781 2.89986  -0.98
N2 1.60786 -0.77547 1.94463  -0.16

Formula: C25H45N14O8
Source: OMol25
Level of theory: ωB97M-V/def2-TZVPD

The gap between HOMO and LUMO comes out at 9.090 eV. The charge is +1. As for the energy relative to the best compared isomer or geometry (same formula, charge and spin): 115.2 kJ/mol. Its calculated total energy is -2348.20289 a.u. Its largest force on an atom is 0.76 eV Å⁻¹.

Each line ends with the Löwdin charge.
Element x y z (Å)
N1 -5.68780 -0.32396 -0.12168  0.18
C1 -5.06865 -1.28053 0.56060  -0.39
N2 -3.84078 -1.06591 0.98811  0.14
H1 -3.36303 -0.16178 0.81605  0.10
C2 -3.00047 -2.04585 1.63345  -0.22
H2 -2.98465 -1.84806 2.71570  0.17
C3 -3.55842 -3.44541 1.36890  -0.10
H3 -3.05162 -4.18179 1.98924  0.13
C4 -5.05408 -3.44858 1.66944  -0.15
N3 -5.68865 -2.43838 0.84803  0.09
H4 -6.65440 -2.55740 0.59215  0.15
H5 0.45531 1.50900 -3.79635  0.10
H6 -5.49131 -4.41846 1.42859  0.13
H7 -5.22630 -3.24431 2.73323  0.13
H8 -3.40289 -3.70051 0.31887  0.13
C5 -1.54127 -1.94606 1.13693  -0.14
N4 -0.80439 -0.80938 1.66493  0.16
C6 -1.07088 0.49457 1.48955  -0.40
O1 -2.16269 0.94653 1.14781  0.03
C7 0.04001 1.42071 1.82501  -0.12
C8 -0.29581 2.61774 2.34346  0.00
N5 0.47123 3.69622 2.72597  0.12
C9 1.83861 3.87935 2.74634  -0.58
O2 2.65789 2.97027 2.74808  0.04
N6 2.20626 5.16831 2.91815  0.19
H9 1.60151 5.91579 2.62444  0.11
H10 3.19524 5.35368 2.86942  0.12
H11 -0.06287 4.53981 2.87486  0.15
H12 -1.35425 2.78106 2.49390  0.14
N7 1.36067 1.06042 1.51428  0.17
C10 1.74281 0.45959 0.37627  -0.42
O3 1.02889 -0.19258 -0.36569  0.07
C11 3.23268 0.70215 0.05864  -0.18
N8 3.68281 -0.18177 -0.98883  0.14
C12 4.26940 -1.38646 -0.89459  -0.44
O4 4.56685 -2.03300 -1.88261  0.07
C13 4.59374 -1.87605 0.52125  -0.19
N9 3.39454 -2.12244 1.29605  0.14
C14 2.17347 -2.61331 0.99316  -0.40
O5 1.33162 -2.62420 1.88323  0.03
C15 1.85318 -3.13953 -0.41328  -0.27
N10 2.72095 -4.18424 -0.90865  0.08
H13 3.53444 -3.82549 -1.39151  0.05
H14 2.99333 -4.83655 -0.18518  0.09
H15 1.90431 -2.28885 -1.10016  0.13
C16 0.40019 -3.68732 -0.44968  -0.11
N11 -0.55506 -2.74609 -0.97835  0.11
C17 -1.42718 -1.90934 -0.39839  -0.42
O6 -2.09952 -1.15158 -1.07969  0.05
H16 -0.46496 -2.59139 -1.97567  0.16
H17 0.11114 -4.01712 0.54692  0.11
H18 0.41475 -4.55579 -1.11257  0.13
H19 3.47171 -1.90126 2.28256  0.17
H20 5.14598 -1.06765 1.01697  0.16
C18 5.56588 -3.08477 0.48750  -0.21
O7 6.75287 -2.75132 -0.16314  -0.03
H21 6.56421 -2.64257 -1.10584  0.09
H22 5.83439 -3.34434 1.51522  0.13
H23 5.08857 -3.95392 0.02199  0.11
H24 3.43545 0.09559 -1.93117  0.16
H25 3.83137 0.55266 0.95934  0.15
C19 3.38714 2.17220 -0.39681  -0.09
N12 2.30427 2.59586 -1.24852  0.08
C20 1.36656 3.47913 -0.85451  -0.46
O8 1.42900 4.12755 0.17759  0.05
C21 0.23359 3.62725 -1.85464  -0.04
H26 -0.47406 4.34984 -1.45155  0.12
H27 0.64351 4.01983 -2.78767  0.13
C22 -0.47469 2.29053 -2.13949  -0.36
N13 0.47486 1.38192 -2.78944  0.04
H28 -4.48508 1.15346 -2.56051  0.11
H29 0.24630 0.41943 -2.57299  0.08
C23 -1.71859 2.48993 -3.02101  -0.17
C24 -2.90014 3.22253 -2.38307  -0.18
H30 -2.58086 4.19036 -1.99694  0.10
H31 -3.63384 3.41598 -3.17156  0.11
C25 -3.59558 2.45213 -1.25435  -0.24
N14 -4.06379 1.12038 -1.63645  0.01
H32 -6.61172 -0.50809 -0.47476  0.11
H33 -3.28302 0.46834 -1.66114  0.05
H34 -4.46685 3.03135 -0.93222  0.12
H35 -2.93246 2.33184 -0.39856  0.09
H36 -2.05304 1.50069 -3.34945  0.11
H37 -1.41378 3.04374 -3.91411  0.12
H38 -0.76262 1.83404 -1.18760  0.13
H39 1.99166 1.98686 -2.01474  0.09
H40 4.33970 2.27870 -0.92655  0.14
H41 3.39349 2.82863 0.47708  0.11
H42 2.04468 1.66345 2.00938  0.09
H43 0.13785 -1.06681 1.93895  0.11
H44 -1.01777 -2.81709 1.53020  0.13
H45 -5.07903 0.37792 -0.65612  0.06

Formula: C5H13N3
Source: OMol25
Level of theory: ωB97M-V/def2-TZVPD

The gap between HOMO and LUMO comes out at 8.957 eV. The SMILES is [H]/N=C/NC.C/C=C/N. As for the energy relative to the best compared isomer or geometry (same formula, charge and spin): 155.1 kJ/mol. Its calculated total energy is -362.52320 a.u. Its largest force on an atom is 2.20 eV Å⁻¹.

Each line ends with the Löwdin charge.
Element x y z (Å)
C1 2.70071 0.78270 0.87910  -0.13
C2 2.71537 0.14746 -0.46563  -0.19
C3 1.67947 0.08490 -1.29886  -0.25
N1 1.65688 -0.57112 -2.51383  0.04
H1 1.66792 1.09010 1.18679  0.08
H2 3.05964 0.12994 1.65593  0.06
H3 3.27492 1.71635 0.94226  0.07
H4 3.64743 -0.29065 -0.80832  0.09
H5 0.76768 0.52964 -0.89988  0.07
H6 0.75535 -0.95551 -2.74737  0.07
H7 2.40069 -1.24580 -2.60854  0.08
C4 -1.68677 0.42585 -0.36408  -0.14
N2 -2.68999 0.49084 0.64841  -0.07
C5 -2.81940 -0.65672 1.39855  -0.34
N3 -3.87079 -0.94065 2.12163  0.03
H8 -1.46458 1.42256 -0.80155  0.10
H9 -0.78184 0.03524 0.10016  0.05
H10 -1.93521 -0.25752 -1.18038  0.08
H11 -3.58122 0.95084 0.50010  0.13
H12 -1.93912 -1.32465 1.36938  0.12
H13 -3.55712 -1.56381 2.88615  0.03